{"formula": "C56H117HgN6O8", "method": "ωB97M-V/def2-TZVPD", "spin_multiplicity": 1, "de_lowest_kj_mol": 299.7, "gap_ev": 4.81, "e_homo_ev": -9.53, "total_charge": 1, "symbols": ["Hg", "C", "C", "O", "O", "H", "H", "H", "C", "C", "C", "C", "C", "C", "N", "O", "C", "C", "C", "H", "H", "H", "H", "H", "H", "H", "H", "H", "H", "H", "H", "H", "H", "H", "H", "H", "H", "H", "C", "C", "C", "C", "C", "C", "N", "O", "C", "C", "C", "H", "H", "H", "H", "H", "H", "H", "H", "H", "H", "H", "H", "H", "H", "H", "H", "H", "H", "H", "C", "C", "C", "C", "C", "C", "N", "O", "C", "C", "C", "H", "H", "H", "H", "H", "H", "H", "H", "H", "H", "H", "H", "H", "H", "H", "H", "H", "H", "H", "C", "C", "C", "C", "C", "C", "N", "O", "C", "C", "C", "H", "H", "H", "H", "H", "H", "H", "H", "H", "H", "H", "H", "H", "H", "H", "H", "H", "H", "H", "C", "C", "C", "C", "C", "C", "N", "O", "C", "C", "C", "H", "H", "H", "H", "H", "H", "H", "H", "H", "H", "H", "H", "H", "H", "H", "H", "H", "H", "H", "C", "C", "C", "C", "C", "C", "N", "O", "C", "C", "C", "H", "H", "H", "H", "H", "H", "H", "H", "H", "H", "H", "H", "H", "H", "H", "H", "H", "H", "H"], "coordinates": [[1.7339, 0.3117, -2.9750], [-0.9725, 0.0441, 0.3332], [0.0271, -0.0807, -0.8391], [1.0433, 0.6455, -0.8348], [-0.0808, -0.8596, -1.7976], [-1.9152, -0.2438, -0.1322], [-1.2005, 1.0720, 0.6152], [-0.8317, -0.6295, 1.1784], [3.5611, -0.8918, -6.0367], [4.0330, -1.9722, -4.9472], [5.5404, -1.7583, -4.9082], [6.1721, -2.5702, -3.7115], [5.3711, -2.2550, -2.4253], [3.8712, -2.4133, -2.4408], [3.3367, -1.7818, -3.6313], [1.9816, -1.9989, -3.7760], [3.4927, -3.9170, -2.2945], [3.3252, -1.6304, -1.1953], [3.6304, -3.3589, -5.5171], [4.1730, 0.0086, -5.9816], [2.5247, -0.5715, -5.9301], [3.7345, -1.1375, -7.0844], [6.0671, -2.0665, -5.8114], [5.7840, -0.6960, -4.9244], [7.2201, -2.2740, -3.7576], [6.1276, -3.6413, -3.9087], [5.6572, -1.2299, -2.1897], [5.7157, -2.8471, -1.5775], [2.4691, -4.1140, -2.6132], [4.1269, -4.6862, -2.7352], [3.5495, -4.1845, -1.2394], [2.2674, -1.8481, -1.0478], [3.8566, -2.0133, -0.3240], [3.6104, -0.5814, -1.1151], [4.0306, -3.6155, -6.4979], [2.5602, -3.5645, -5.5363], [4.0071, -4.2102, -4.9500], [1.8704, -2.9319, -3.9726], [-7.0396, -2.2859, -1.3887], [-6.6063, -1.6971, -0.0407], [-5.4855, -0.6886, -0.3840], [-4.9691, 0.1269, 0.7997], [-6.0567, 1.0388, 1.2876], [-7.3645, 0.1506, 1.7126], [-7.6590, -0.9469, 0.6858], [-8.7352, -1.6905, 1.0803], [-7.0858, -0.3356, 3.1339], [-8.5483, 1.1162, 1.7455], [-6.0799, -2.9600, 0.7947], [-6.1491, -2.6553, -1.8972], [-7.5296, -1.4652, -1.9126], [-7.5692, -3.1983, -1.1143], [-4.6190, -1.1680, -0.8395], [-5.8847, -0.0021, -1.1307], [-4.2000, 0.7715, 0.3742], [-4.4272, -0.5093, 1.4994], [-6.3270, 1.7522, 0.5091], [-5.6200, 1.4779, 2.1846], [-6.9166, 0.4955, 3.8186], [-7.9789, -0.8899, 3.4225], [-6.2746, -1.0606, 3.2003], [-8.6079, 1.6524, 0.7983], [-9.4677, 0.6276, 2.0679], [-8.4058, 1.8707, 2.5191], [-5.2610, -3.4077, 0.2316], [-6.7747, -3.7964, 0.8714], [-5.8004, -2.6107, 1.7887], [-9.4144, -1.4629, 0.4411], [-0.1619, -7.1783, 3.0013], [-0.8460, -6.0066, 2.2491], [-0.2219, -4.6593, 2.6567], [-0.5925, -3.4570, 1.7935], [-0.1291, -3.8155, 0.3290], [-0.9284, -5.0740, -0.2308], [-0.6775, -6.2072, 0.7351], [-0.9511, -7.5439, 0.2994], [-2.3731, -4.7255, -0.4998], [-0.3050, -5.3909, -1.6241], [-2.2992, -6.0510, 2.6580], [-0.8050, -8.0371, 3.1938], [0.1093, -6.9087, 4.0220], [0.7275, -7.5450, 2.4888], [-0.6362, -4.4258, 3.6375], [0.8551, -4.7273, 2.8099], [-0.1546, -2.6335, 2.3575], [-1.6317, -3.1604, 1.9356], [0.9459, -3.9325, 0.1923], [-0.3396, -2.9634, -0.3174], [-2.5891, -4.1028, -1.3680], [-2.8680, -5.6891, -0.6202], [-2.7776, -4.1557, 0.3368], [-1.0341, -5.8536, -2.2891], [0.1954, -4.5716, -2.1403], [0.5700, -6.0345, -1.5322], [-2.6306, -6.4681, 3.6089], [-2.9932, -6.4377, 1.9116], [-2.6781, -5.0291, 2.6695], [-0.2422, -7.6911, -0.3310], [5.0949, 2.3277, 3.1056], [4.8611, 1.4339, 4.3716], [3.9625, 2.2565, 5.2577], [2.4269, 2.1202, 4.8594], [1.9433, 0.7100, 4.7275], [2.8806, -0.0726, 3.7909], [4.2978, 0.1191, 4.1180], [5.0883, -0.6412, 3.2239], [2.5795, -1.5923, 4.1381], [2.5258, 0.1952, 2.2788], [6.1978, 1.0996, 5.1218], [5.5409, 3.3076, 3.2758], [4.2707, 2.5616, 2.4317], [5.8774, 1.8340, 2.5294], [4.0642, 1.7875, 6.2364], [4.3216, 3.2847, 5.2133], [2.2303, 2.5612, 3.8822], [1.7471, 2.5747, 5.5801], [0.9014, 0.7917, 4.4178], [1.8961, 0.1740, 5.6754], [2.9523, -2.3486, 3.4474], [2.8114, -1.9039, 5.1565], [1.4973, -1.6178, 4.0106], [2.8193, 1.1972, 1.9659], [3.0837, -0.5311, 1.6878], [1.4688, 0.0074, 2.0900], [6.9245, 1.9063, 5.2170], [6.7322, 0.2711, 4.6570], [5.9678, 0.6454, 6.0856], [5.7478, -1.1264, 3.7251], [-0.7415, 3.7114, -5.3696], [-0.5852, 2.8226, -4.0945], [-1.8854, 2.7916, -3.2630], [-3.0016, 1.8479, -3.7154], [-2.5205, 0.4483, -4.0072], [-1.2904, 0.4765, -4.9769], [-0.2446, 1.3968, -4.4353], [1.0437, 1.2845, -5.1196], [-0.7006, -0.9196, -5.1262], [-1.7634, 0.8284, -6.4181], [0.5468, 3.4047, -3.1933], [-1.6696, 3.6124, -5.9326], [0.0923, 3.6779, -6.0708], [-0.8458, 4.7303, -4.9966], [-1.6878, 2.4045, -2.2634], [-2.2937, 3.8004, -3.2021], [-3.4373, 2.2241, -4.6410], [-3.8160, 1.9704, -3.0014], [-3.4032, -0.1014, -4.3339], [-2.1144, 0.0296, -3.0864], [-0.9726, -1.5358, -4.2692], [-1.2975, -1.4364, -5.8778], [0.3171, -0.9186, -5.5165], [-2.5877, 0.1620, -6.6719], [-2.3348, 1.7522, -6.5095], [-1.0504, 0.9163, -7.2378], [0.6505, 2.9956, -2.1884], [0.2621, 4.4502, -3.0752], [1.4965, 3.2806, -3.7138], [0.7946, 1.6383, -5.9765], [0.6110, 6.7118, 4.9555], [1.0012, 6.8368, 3.4524], [2.5495, 6.6187, 3.3650], [3.0245, 6.0951, 2.0582], [2.2641, 4.8524, 1.6122], [0.7384, 4.9810, 1.5913], [0.3130, 5.6295, 2.8323], [-1.0822, 5.7835, 2.8996], [0.2310, 5.6781, 0.2619], [0.2365, 3.4912, 1.6681], [0.6073, 8.1973, 2.9719], [0.6584, 5.6578, 5.2292], [-0.4243, 7.0326, 5.0705], [1.2422, 7.3406, 5.5834], [3.1181, 7.5076, 3.6378], [2.9125, 5.9109, 4.1102], [4.1138, 6.0574, 2.0601], [2.8040, 6.8521, 1.3056], [2.6157, 4.1436, 2.3618], [2.6191, 4.4550, 0.6613], [0.5951, 6.7017, 0.1744], [0.6381, 5.1051, -0.5712], [-0.8269, 5.6962, 0.0000], [0.4710, 3.0405, 2.6325], [-0.8442, 3.4812, 1.5265], [0.7244, 2.9559, 0.8535], [-0.4606, 8.3863, 3.0820], [0.7372, 8.2380, 1.8904], [1.2438, 8.9703, 3.4023], [-1.2555, 5.2336, 3.6671]]}

---

{"formula": "C56H120N6O8", "method": "ωB97M-V/def2-TZVPD", "spin_multiplicity": 1, "de_lowest_kj_mol": 0.0, "gap_ev": 8.22, "e_homo_ev": -7.81, "total_charge": 0, "symbols": ["C", "C", "O", "O", "H", "H", "H", "H", "H", "H", "C", "C", "C", "C", "C", "C", "N", "O", "C", "C", "C", "H", "H", "H", "H", "H", "H", "H", "H", "H", "H", "H", "H", "H", "H", "H", "H", "H", "H", "H", "C", "C", "C", "C", "C", "C", "N", "O", "C", "C", "C", "H", "H", "H", "H", "H", "H", "H", "H", "H", "H", "H", "H", "H", "H", "H", "H", "H", "H", "H", "C", "C", "C", "C", "C", "C", "N", "O", "C", "C", "C", "H", "H", "H", "H", "H", "H", "H", "H", "H", "H", "H", "H", "H", "H", "H", "H", "H", "H", "H", "C", "C", "C", "C", "C", "C", "N", "O", "C", "C", "C", "H", "H", "H", "H", "H", "H", "H", "H", "H", "H", "H", "H", "H", "H", "H", "H", "H", "H", "H", "C", "C", "C", "C", "C", "C", "N", "O", "C", "C", "C", "H", "H", "H", "H", "H", "H", "H", "H", "H", "H", "H", "H", "H", "H", "H", "H", "H", "H", "H", "C", "C", "C", "C", "C", "C", "N", "O", "C", "C", "C", "H", "H", "H", "H", "H", "H", "H", "H", "H", "H", "H", "H", "H", "H", "H", "H", "H", "H", "H"], "coordinates": [[-1.9314, 1.4196, 0.5750], [-2.0719, 0.0866, 1.2743], [-1.0772, -0.0344, 2.3060], [-0.6467, 1.4737, -0.0392], [-2.2101, 2.1604, 1.3300], [-2.6393, 1.4458, -0.2486], [-1.8947, -0.7224, 0.5627], [-3.0567, -0.0428, 1.7278], [-1.1105, -0.9492, 2.6092], [0.0152, 1.3297, 0.6496], [3.6217, 1.4237, -1.4903], [4.2075, 2.0934, -0.2467], [5.3611, 1.2397, 0.3181], [6.6869, 1.3748, -0.4775], [7.0336, 2.8813, -0.5010], [5.9566, 3.7714, -1.0746], [4.7196, 3.4499, -0.3142], [3.7035, 4.4151, -0.5258], [6.3895, 5.1939, -0.7113], [5.7643, 3.6154, -2.5786], [3.1157, 2.0688, 0.8616], [4.2980, 0.7957, -2.0806], [3.4496, 2.2623, -2.1741], [2.6898, 0.8579, -1.4668], [5.6379, 1.7090, 1.2669], [5.1398, 0.1742, 0.3664], [6.4874, 0.9713, -1.4744], [7.4760, 0.8124, 0.0176], [8.0651, 3.0428, -0.8203], [7.1149, 3.1088, 0.5689], [5.7001, 6.0079, -0.9524], [6.4668, 5.3984, 0.3637], [7.3820, 5.3943, -1.1146], [6.1881, 2.6827, -2.9660], [4.7325, 3.5568, -2.9203], [6.2450, 4.3970, -3.1704], [3.3427, 2.7733, 1.6596], [2.9765, 1.0413, 1.1912], [2.2276, 2.4588, 0.3577], [3.8518, 5.0349, 0.1955], [-3.2438, -0.7028, -2.3752], [-3.6677, -2.1436, -2.6436], [-5.1951, -2.1496, -2.3926], [-6.0255, -3.2264, -3.0421], [-5.7577, -3.3899, -4.5588], [-4.3058, -3.2271, -4.9721], [-3.4241, -2.3728, -4.0688], [-2.0821, -2.5575, -4.3975], [-3.6847, -4.6451, -5.0359], [-4.2475, -2.6224, -6.3586], [-3.0756, -3.1761, -1.6796], [-3.4870, -0.5616, -1.3158], [-3.7438, 0.0323, -2.9868], [-2.1539, -0.7281, -2.4885], [-5.4182, -2.2401, -1.3245], [-5.5854, -1.1584, -2.6440], [-7.0818, -3.1468, -2.7884], [-5.7171, -4.2255, -2.7103], [-6.4366, -2.7632, -5.1448], [-6.1803, -4.3886, -4.6861], [-2.7191, -4.5965, -5.5389], [-3.5071, -5.2435, -4.1386], [-4.4323, -5.2510, -5.5538], [-3.1833, -2.4111, -6.5459], [-4.4112, -3.2842, -7.2117], [-4.7288, -1.6592, -6.5217], [-1.9942, -3.2371, -1.7904], [-3.5451, -4.1598, -1.7373], [-3.3511, -2.9106, -0.6530], [-1.8203, -1.7172, -4.7936], [-4.1271, -3.3927, 5.6206], [-3.1506, -2.2029, 5.3750], [-2.3861, -2.1020, 6.7253], [-1.1985, -3.0756, 6.8577], [-0.3565, -3.0191, 5.5743], [-1.0960, -3.3164, 4.2675], [-2.2850, -2.4275, 4.2320], [-2.9829, -2.4880, 3.0300], [-0.1837, -2.8991, 3.1465], [-1.3662, -4.8240, 4.1368], [-3.9571, -0.9321, 5.2158], [-4.8220, -3.7276, 4.8391], [-4.8985, -3.3137, 6.3968], [-3.5498, -4.2564, 5.9611], [-2.1632, -1.0898, 7.0637], [-2.9394, -2.5228, 7.5740], [-1.5398, -4.0968, 7.0405], [-0.6405, -2.7776, 7.7469], [0.5091, -3.6791, 5.7068], [0.1499, -2.0485, 5.5796], [0.2779, -1.9154, 3.2397], [0.6059, -3.6523, 3.0480], [-0.5396, -2.9478, 2.1110], [-0.4074, -5.3366, 4.0786], [-1.9650, -5.1527, 4.9852], [-1.8925, -5.1433, 3.2321], [-3.5454, -0.0418, 5.6771], [-4.9265, -1.0919, 5.6919], [-4.1666, -0.6881, 4.1733], [-3.2407, -3.4176, 2.8735], [1.3474, -4.4192, -0.3673], [1.8933, -3.0763, -0.8349], [3.4122, -3.1078, -0.6090], [4.0117, -1.8105, -1.1202], [3.7519, -1.6954, -2.6313], [2.3895, -2.0497, -3.2074], [1.5910, -2.8444, -2.2592], [0.2704, -3.0517, -2.6474], [1.6265, -0.7110, -3.4631], [2.5796, -2.7798, -4.5637], [1.1894, -1.9707, -0.0403], [1.8070, -5.2168, -0.9602], [1.5274, -4.6805, 0.6760], [0.2788, -4.5408, -0.5614], [3.7249, -3.2246, 0.4319], [3.9130, -3.9352, -1.1159], [3.7421, -0.8683, -0.6372], [5.0917, -1.8733, -0.9521], [4.5616, -2.2677, -3.0979], [4.0297, -0.6949, -2.9790], [1.8693, -0.3078, -4.4508], [1.9153, -0.0102, -2.6807], [0.5387, -0.7843, -3.5369], [3.1059, -3.7279, -4.4547], [3.1124, -2.1697, -5.2919], [1.5679, -2.9920, -4.9156], [0.1104, -1.9549, -0.2268], [1.4172, -1.9398, 1.0243], [1.3993, -0.9764, -0.4535], [-0.1937, -2.2962, -2.2490], [-0.6906, 5.2961, -3.3410], [-0.8165, 3.9620, -4.0564], [-2.0378, 3.2241, -3.4679], [-2.5674, 2.1036, -4.3230], [-2.9194, 2.5465, -5.7424], [-1.7269, 3.2639, -6.4266], [-1.1220, 4.2091, -5.4742], [-0.1730, 5.0771, -6.0629], [-0.7026, 2.1823, -6.8339], [-2.3487, 3.9162, -7.6834], [0.4654, 3.1549, -3.8234], [-0.4100, 5.0706, -2.3065], [-1.5720, 5.9339, -3.2495], [0.0963, 5.9522, -3.7147], [-1.6707, 2.6550, -2.6045], [-2.8433, 3.7972, -3.0078], [-3.5380, 1.8319, -3.9012], [-1.9589, 1.2037, -4.4260], [-3.7800, 3.2176, -5.7124], [-3.1610, 1.6631, -6.3364], [0.2087, 2.6240, -7.2634], [-0.5082, 1.4930, -6.0197], [-0.9903, 1.7064, -7.7789], [-1.5233, 4.2735, -8.3048], [-2.9205, 3.2195, -8.2912], [-2.9588, 4.7470, -7.3331], [0.3216, 2.0765, -3.9259], [0.9760, 3.2264, -2.8606], [1.2001, 3.5573, -4.5283], [0.4344, 4.4645, -6.5158], [1.3993, 0.1413, 8.2375], [1.3914, 1.2229, 7.1302], [2.1084, 0.6159, 5.9103], [2.0820, 1.5477, 4.7041], [0.6199, 1.7073, 4.2523], [-0.3577, 2.1562, 5.3581], [0.0386, 1.5256, 6.6352], [-0.8625, 1.8777, 7.6965], [-0.4531, 3.6883, 5.4523], [-1.7998, 1.6984, 4.9903], [2.1396, 2.4830, 7.5608], [0.5754, 0.2958, 8.9312], [2.3408, 0.2754, 8.7716], [1.4212, -0.8629, 7.8164], [3.1256, 0.3517, 6.2107], [1.5777, -0.3002, 5.6386], [2.6599, 1.2075, 3.8447], [2.3671, 2.5915, 4.8573], [0.2690, 0.7596, 3.8430], [0.6553, 2.5149, 3.5188], [-1.3098, 4.0665, 6.0073], [0.4374, 4.1000, 5.9275], [-0.6319, 3.9041, 4.3968], [-1.7948, 0.6107, 5.0944], [-2.5067, 2.0232, 5.7517], [-2.1000, 1.8806, 3.9609], [3.1908, 2.3124, 7.8025], [1.6098, 2.9151, 8.4158], [2.1527, 3.2969, 6.8368], [-1.1087, 0.9902, 7.9817]]}